1.
C6H4Cl2FeN2O3Tl | ωB97M-V with the def2-TZVPD basis set

Its multiplicity is 6. The expectation value of S² is 8.807. For the energy relative to the best compared isomer or geometry (same formula, charge and spin), the calculation gives 0.0 kJ/mol. Its charge is +4. For the energy, the calculation gives -2920.8762 Ha. The value obtained for the HOMO energy (alpha / beta) is -22.9 / -22.4 eV. As for the maximum force: 15.87 eV Å⁻¹.

Each line ends with the Mulliken charge.
Geometry (Å):
Tl 0.062097 0.935821 -7.708760  1.116
Fe 0.027785 0.006676 0.000247  0.631
Cl -0.590676 3.035100 -6.897444  -0.116
Cl 2.052658 -1.157019 -0.240638  -0.094
C -0.648284 -1.227654 1.187973  0.624
C -0.431396 1.418688 -9.563204  0.437
C 0.527133 -0.793584 -8.380065  0.524
O -1.069947 -2.038269 1.954124  -0.053
O -0.734822 1.714496 -10.616562  0.052
O 0.810124 -1.881132 -8.769565  -0.013
N 1.278337 1.537100 2.093849  -0.079
C 1.339751 2.777824 2.614933  0.020
C 0.498337 3.610031 1.883433  -0.443
C -0.075052 2.815374 0.889969  -0.340
N 0.402847 1.523790 1.013690  0.129
H 1.767657 0.699180 2.393593  0.198
H 1.941055 3.037807 3.449454  0.503
H 0.319346 4.653036 2.047453  0.436
H -0.774151 3.098233 0.143121  0.469

Atoms 1-6, force components in eV/Å:
Tl -0.58 5.51 7.48
Fe 3.81 0.07 -3.05
Cl 0.57 -1.40 0.10
Cl -2.34 1.37 0.25
C -4.88 -8.58 7.92
C -2.95 3.15 -10.53

---

2.
C12H29N3O2PS | ωB97M-V with the def2-TZVPD basis set

Its charge is +1. For the energy, the calculation gives -1528.6109 Ha. The value obtained for the HOMO energy is -11.9 eV. As for the maximum force: 1.24 eV Å⁻¹.

Each line ends with the Mulliken charge.
Geometry (Å):
C -0.797251 3.407879 0.905505  -0.802
O -0.415192 2.581749 -0.179168  -0.109
C -0.926340 2.925376 -1.456638  -0.749
C -2.053471 1.992035 -1.862895  -0.698
C -1.628988 0.510349 -1.797605  -0.702
C -2.105354 -0.224185 -0.535183  -0.146
C -2.481583 -1.680694 -0.815175  -0.781
C -2.967447 -2.486288 0.407171  -0.683
N -2.616824 -1.795992 1.702087  -0.073
C -1.681170 -2.506208 2.458522  -0.180
N -1.888830 -3.761880 2.931597  -0.337
N -0.516618 -1.934371 2.723434  -0.129
P 0.798695 -1.809744 1.481453  0.397
S 2.088246 -3.159306 1.821417  -0.289
H 0.097946 3.823234 1.383043  0.225
H -1.432997 4.236725 0.578115  0.360
H -1.352422 2.823989 1.649954  0.244
H -0.104159 2.848898 -2.181676  0.308
H -1.262921 3.969338 -1.467203  0.465
H -2.358562 2.234452 -2.886229  0.343
H -2.914553 2.163167 -1.206441  0.332
H -0.536233 0.428780 -1.862149  0.185
H -2.033582 -0.006976 -2.676217  0.557
H -1.295299 -0.173841 0.199719  -0.030
H -2.961990 0.310633 -0.112032  0.412
H -3.289861 -1.675613 -1.553091  0.459
H -1.627897 -2.187823 -1.284327  0.316
H -2.560560 -3.501461 0.398120  0.210
H -4.053723 -2.587018 0.372838  0.501
H -3.472551 -1.709725 2.245838  0.330
H -1.316025 -4.532721 2.616016  0.253
H -2.648844 -3.963842 3.565672  0.227
H -0.092816 -2.476496 3.480657  0.420
H 0.077748 -1.924104 0.293278  0.099
H 1.229639 -0.492059 1.587764  0.055
C 4.701503 0.612254 -1.563428  -0.587
C 4.359164 1.745988 -0.597476  -0.582
C 2.895599 1.460790 -0.289493  -0.091
O 2.746362 0.034485 -0.369324  -0.289
C 3.913255 -0.546334 -0.971119  -0.490
H 5.766802 0.399666 -1.629043  0.359
H 4.337964 0.847993 -2.565298  0.263
H 4.963419 1.663818 0.308163  0.277
H 4.509090 2.738756 -1.017670  0.358
H 2.233911 1.926470 -1.021044  -0.030
H 2.590906 1.792774 0.702883  0.228
H 4.487869 -1.065664 -0.197951  0.318
H 3.595946 -1.277250 -1.715371  0.272

Atoms 1-6, force components in eV/Å:
C -0.05 0.02 0.07
O 0.15 -0.01 0.07
C -0.04 0.15 -0.14
C 0.22 -0.16 -0.02
C -0.26 -0.14 -0.21
C 0.22 0.12 -0.08

---

3.
C2H5Br3Si | ωB97M-V with the def2-TZVPD basis set

For the energy relative to the best compared isomer or geometry (same formula, charge and spin), the calculation gives 451.3 kJ/mol. Its charge is 0. For the energy, the calculation gives -8090.6717 Ha. The value obtained for the HOMO energy is -10.2 eV. As for the maximum force: 4.53 eV Å⁻¹.

Each line ends with the Mulliken charge.
Geometry (Å):
C -0.096763 -0.223761 0.628652  -0.867
C 1.519345 -0.085271 0.031001  -0.158
Si -1.507666 0.262505 -0.547658  0.494
Br 2.792619 -0.491764 1.461980  -0.005
Br 1.740795 -1.459759 -1.297387  0.008
Br 1.776727 1.571742 -0.710170  0.057
H -0.066808 0.588484 1.522869  0.335
H -0.081339 -1.191372 1.123649  0.466
H -2.916714 0.217598 0.240148  -0.093
H -1.772197 -0.826862 -1.377315  -0.126
H -1.388001 1.638455 -1.075765  -0.111

Atoms 1-6, force components in eV/Å:
C 3.26 2.75 1.55
C -3.03 -1.94 1.55
Si -1.60 0.47 2.39
Br -0.33 0.30 -0.06
Br -0.03 -0.33 -0.40
Br 0.45 1.76 -0.57

---

4.
C5H8N | ωB97M-V with the def2-TZVPD basis set

Its SMILES is CC#[N+]/C=C/C. For the energy relative to the best compared isomer or geometry (same formula, charge and spin), the calculation gives 293.3 kJ/mol. Its charge is +1. For the energy, the calculation gives -249.7134 Ha. The value obtained for the HOMO energy is -14.1 eV. As for the maximum force: 6.65 eV Å⁻¹.

Each line ends with the Mulliken charge.
Geometry (Å):
C 1.238102 0.609705 -1.246675  0.580
C -1.285394 -0.468663 0.806408  0.177
C -2.135879 -0.540941 1.903832  -1.099
C -0.416982 0.487599 0.591205  -0.178
C 2.299138 0.640642 -2.130245  -1.061
N 0.492089 0.524647 -0.354160  0.076
H -1.751324 -1.199013 0.077344  0.268
H -2.452099 0.359618 2.516330  0.323
H -3.079443 -1.171485 1.653256  0.298
H -1.769176 -1.178769 2.756292  0.307
H -0.316280 1.414215 1.241076  0.284
H 2.904472 -0.174374 -1.851084  0.327
H 2.834562 1.488815 -2.076636  0.376
H 1.794068 0.397767 -3.034590  0.321

Atoms 1-6, force components in eV/Å:
C -3.08 0.17 4.91
C -1.34 -1.34 -2.82
C -4.36 -1.19 4.88
C -0.36 2.54 3.07
C -1.35 -2.57 -0.89
N 3.19 0.00 -5.37

---

5.
C3H6O2S | ωB97M-V with the def2-TZVPD basis set

For the energy relative to the best compared isomer or geometry (same formula, charge and spin), the calculation gives 309.0 kJ/mol. Its charge is 0. For the energy, the calculation gives -666.4763 Ha. The value obtained for the HOMO energy (alpha / beta) is -7.0 / -7.0 eV. As for the maximum force: 3.64 eV Å⁻¹.

Each line ends with the Mulliken charge.
Geometry (Å):
C -0.054000 0.099134 0.006780  0.823
C -1.473527 -0.253291 -0.310223  -1.057
C 0.408291 1.498616 -0.208768  -1.023
O 1.928260 -3.209950 1.152675  -0.424
O 0.711633 -0.840504 0.397120  -0.479
S 2.352519 -1.833560 0.924669  0.243
H -1.638135 -1.313206 -0.132129  0.328
H -2.159412 0.328855 0.304901  0.324
H -1.682314 -0.028325 -1.356455  0.328
H -0.375905 2.084507 -0.678822  0.316
H 1.299658 1.506623 -0.839595  0.322
H 0.682933 1.961099 0.739847  0.299

Atoms 1-6, force components in eV/Å:
C 1.57 -2.45 0.65
C 0.12 -0.26 0.17
C 0.22 -0.04 0.00
O -0.42 -1.13 0.15
O -2.41 2.52 -1.03
S 0.97 1.09 -0.02

---

6.
C20H23ClLaOPS | ωB97M-V with the def2-TZVPD basis set

Its charge is +2. For the energy, the calculation gives -2081.9313 Ha. The value obtained for the HOMO energy is -14.1 eV. As for the maximum force: 2.75 eV Å⁻¹.

Each line ends with the Mulliken charge.
Geometry (Å):
La -0.633071 0.253500 2.282308  1.782
Cl -0.338781 1.561809 4.357054  -0.481
P -0.152702 0.565266 -0.391469  0.056
C -1.606700 -0.261362 -0.974612  1.082
C -1.419088 -1.014590 -2.145807  -0.446
C -2.526284 -1.535822 -2.775697  -0.661
C -3.802259 -1.355095 -2.224534  -0.530
C -3.987689 -0.650946 -1.031839  -0.746
C -2.885079 -0.084848 -0.394663  -0.499
C -0.484646 2.393684 -0.314217  1.015
C 0.408780 3.305102 0.329819  -0.555
C 0.251305 4.685202 0.167539  -0.671
C -0.750336 5.183828 -0.670485  -0.518
C -1.591713 4.295086 -1.331071  -0.621
C -1.462573 2.922208 -1.195392  -0.406
C 1.424460 0.221807 -1.036464  0.576
C 2.469920 -0.326818 -0.247252  -0.158
C 3.715674 -0.496105 -0.816462  -0.553
C 3.900566 -0.191004 -2.167453  -0.461
C 2.852774 0.336698 -2.942795  -0.767
C 1.613466 0.569134 -2.373256  -0.239
H 1.249433 2.926686 0.950207  0.327
H 0.898690 5.344590 0.750439  0.406
H -0.897389 6.239742 -0.752459  0.437
H -2.391788 4.664088 -1.959559  0.420
H -2.077508 2.228778 -1.782564  0.373
H -0.413982 -1.162254 -2.551599  0.461
H -2.377654 -2.144286 -3.683117  0.422
H -4.658605 -1.855792 -2.707599  0.387
H -4.978383 -0.569726 -0.553247  0.402
H -3.028173 0.524506 0.504699  0.213
H 2.298127 -0.604631 0.792776  -0.021
H 4.551736 -0.856774 -0.178524  0.376
H 4.889944 -0.329394 -2.636380  0.397
H 3.019459 0.589198 -3.992290  0.409
H 0.799614 1.011947 -2.950974  0.526
H -0.347898 -5.053384 -3.094332  -0.034
H 0.371526 -5.018136 -3.060920  0.033
C 1.138243 -1.550850 5.124001  -0.979
S 1.491910 -2.384430 3.577122  0.480
C 0.576715 -3.900808 3.766436  -0.975
O 0.455763 -1.625050 2.671891  -0.478
H 1.588097 -2.237702 5.850372  0.432
H 0.045149 -1.458332 5.231969  0.327
H 1.580831 -0.539164 5.149466  0.334
H -0.423260 -3.687633 4.175954  0.328
H 0.459964 -4.424806 2.801097  0.370
H 1.183430 -4.503118 4.453894  0.428

Atoms 1-6, force components in eV/Å:
La -1.85 -0.47 -0.20
Cl 0.42 1.06 1.29
P 0.19 1.92 1.96
C 0.01 -0.02 -0.98
C -0.19 0.23 0.33
C -0.40 -0.71 -0.35